2 unconnected molecules or ions with the total composition C5H13O2, computed with wB97M-V/def2-TZVPD.

As for the spin multiplicity: 1. The total energy is -348.73056 a.u. Its molar mass is 105.2 g/mol. As for the gap between HOMO and LUMO: 7.12 eV. For the energy above the lowest of the compared OMol25 structures with the same formula, charge and spin, the calculation gives 43.5 kcal per mole. The total charge is -1.

Structure (XYZ):
```
20
C5H13O2 (wB97M-V/def2-TZVPD)
C -1.6171 -1.2857 0.4397
O -2.3419 -0.6926 -0.6148
C -0.1018 -1.0733 0.2202
C 0.6071 0.2395 0.1164
C 1.3555 0.2980 -1.2893
C 1.5763 0.6483 1.2626
H -1.8443 -0.9419 1.4154
H -1.6951 -2.4177 0.3205
H 0.3555 -1.6423 -0.6345
H 0.3551 -1.5567 1.0631
H -0.0690 1.1397 0.0471
H 1.6541 1.3408 -1.1726
H 2.4131 -0.1880 -1.1443
H 0.8704 0.0155 -2.3138
H 2.3768 -0.1117 1.2458
H 1.0236 0.4828 2.1234
H 1.8131 1.6977 1.3135
H -1.9506 1.8968 -1.2952
H -2.3868 0.3414 -0.6854
O -2.3940 1.8094 -0.4178
```